Record 1
Formula: C35H52AsO2P3Y
Source: OMol25
Level of theory: wB97M-V/def2-TZVPD

## Properties
- Kohn-Sham gap (eV) = 6.33
- E_tot (eV) = -130956.8229
- charge = +3
- E_LUMO (eV) = -8.381
- E_HOMO (Ha) = -0.5406
- ΔE to the lowest compared entry with this formula, charge and spin (kJ/mol) = 0.0
- largest force on an atom (eV Å⁻¹) = 2.985

Last column: Löwdin charge in e.
Element x y z (Å)
Y1 0.7300 -0.1351 -2.1958  1.50
P1 -2.9601 0.1218 1.3164  0.92
P2 -1.5845 -1.7948 -2.2244  0.79
P3 -0.1220 2.7255 0.3648  0.79
H1 -0.9221 0.3311 -5.8124  0.09
C1 -0.0401 0.8314 -5.4110  0.05
C2 1.0153 0.1882 -4.8306  -0.19
H2 1.2529 -0.8488 -5.1454  0.09
C3 -4.5336 0.7174 1.9890  -0.18
C4 -3.0085 -1.6549 1.0429  -0.21
C5 -1.6508 0.3725 2.5193  -0.22
C6 -0.9663 -1.7892 -3.9631  -0.32
C7 -1.5930 -3.6017 -1.8964  -0.24
C8 -3.3618 -1.5124 -2.5528  -0.25
C9 1.0483 3.9160 -0.4016  -0.27
C10 0.0452 3.1934 2.1257  -0.29
C11 -1.7032 3.5762 -0.0586  -0.27
H3 -0.0051 1.8820 -5.7259  0.10
H4 1.8970 0.7315 -4.4599  0.07
H5 -4.7283 0.1836 2.9301  0.08
H6 -5.3491 0.5114 1.2739  0.08
H7 -4.4618 1.8037 2.1733  0.07
H8 -3.5768 -2.1199 1.8619  0.08
H9 -2.0065 -2.1138 1.0155  0.04
H10 -3.5312 -1.9154 0.1158  0.04
H11 -1.9266 1.1921 3.1874  0.07
H12 -0.6830 0.6009 2.0562  0.00
H13 -1.5035 -0.5256 3.1286  0.04
H14 -1.2968 -2.7131 -4.4459  0.08
H15 0.1441 -1.8132 -4.0390  0.00
H16 -1.3550 -0.9425 -4.5446  0.03
H17 -2.6157 -3.9906 -1.9521  0.06
H18 -1.2187 -3.8101 -0.8892  0.00
H19 -0.9837 -4.1366 -2.6334  0.06
H20 -3.9308 -2.4512 -2.5313  0.06
H21 -3.4772 -1.0538 -3.5413  0.06
H22 -3.7914 -0.8511 -1.7944  0.02
H23 1.2535 4.7525 0.2744  0.05
H24 0.6267 4.3312 -1.3260  0.03
H25 1.9963 3.4009 -0.6219  0.04
H26 0.5740 4.1468 2.1786  0.05
H27 0.6359 2.4320 2.6441  0.00
H28 -0.9422 3.2686 2.5886  0.04
H29 -1.6011 4.6434 0.1689  0.07
H30 -2.5282 3.1551 0.5299  0.01
H31 -1.9343 3.4630 -1.1252  0.02
C12 -0.5849 2.7465 -3.1892  -0.47
C13 -1.9302 2.8975 -3.5710  -0.07
C14 -2.3349 4.1337 -4.0392  -0.07
C15 -1.3872 5.1062 -4.3507  -0.07
C16 -0.0203 4.8375 -4.2609  -0.05
C17 0.4002 3.6508 -3.6514  -0.07
O1 -0.3180 1.7290 -2.3455  -0.38
H32 -2.6793 0.8486 0.1206  0.05
H33 -2.6050 2.0548 -3.4688  0.11
H34 -3.3899 4.3327 -4.2173  0.12
H35 -1.7291 6.0786 -4.6972  0.12
H36 0.7196 5.5232 -4.6984  0.13
H37 1.4461 3.3877 -3.5431  0.11
O2 1.2211 -0.7943 -0.1809  -0.71
As1 1.7325 -1.3212 1.5199  1.40
C18 2.1552 0.0821 2.9274  -0.30
C19 3.0039 1.1183 2.5133  -0.12
C20 3.3516 2.1441 3.4042  -0.06
C21 2.8833 2.1431 4.7182  -0.04
C22 2.1091 1.0682 5.1632  -0.04
C23 1.8031 0.0025 4.2934  -0.09
C24 0.4595 -2.6899 2.1737  -0.30
C25 0.3137 -3.8146 1.3509  -0.12
C26 -0.6464 -4.7881 1.6566  -0.06
C27 -1.4155 -4.6911 2.8219  -0.04
C28 -1.1531 -3.6554 3.7257  -0.05
C29 -0.1904 -2.6783 3.4252  -0.11
C30 3.4400 -2.2283 1.2951  -0.33
C31 4.3392 -2.5185 2.3462  -0.06
C32 5.5803 -3.1296 2.0531  -0.04
C33 5.9256 -3.4651 0.7347  -0.04
C34 4.9914 -3.2372 -0.2836  -0.06
C35 3.7493 -2.6611 0.0040  -0.13
H38 3.3863 1.1174 1.4878  0.11
H39 3.9938 2.9487 3.0646  0.12
H40 3.1434 2.9525 5.4061  0.13
H41 1.7584 1.0472 6.2019  0.13
H42 1.3132 -0.8786 4.7251  0.09
H43 0.9581 -3.9233 0.4740  0.11
H44 -0.7860 -5.6290 0.9837  0.12
H45 -2.1896 -5.4309 3.0413  0.13
H46 -1.7072 -3.6043 4.6695  0.13
H47 0.0229 -1.9208 4.1832  0.08
H48 4.1032 -2.2899 3.3913  0.11
H49 6.2967 -3.3527 2.8557  0.13
H50 6.9025 -3.9126 0.5026  0.13
H51 5.2240 -3.5069 -1.3107  0.11
H52 3.0138 -2.5276 -0.7890  0.07

=====

Record 2
Formula: C6H9N3O2S
Source: OMol25
Level of theory: wB97M-V/def2-TZVPD

## Properties
- Kohn-Sham gap (eV) = 8.09
- E_tot (eV) = -25763.8126
- E_LUMO (eV) = -0.111
- E_HOMO (Ha) = -0.3015
- ΔE to the lowest compared entry with this formula, charge and spin (kJ/mol) = 491.4
- largest force on an atom (eV Å⁻¹) = 6.071

Last column: Löwdin charge in e.
Element x y z (Å)
C1 2.3911 1.0737 0.1253  -0.57
C2 1.2238 0.0250 0.2078  -0.30
C3 -0.8349 1.1377 0.3512  -0.13
C4 -1.8414 0.8862 -0.8266  -0.15
C5 -1.6473 -1.4220 -0.3480  -0.20
C6 -0.6585 -1.2466 0.9414  -0.14
H1 4.0348 1.1859 -1.0422  0.29
H2 -1.6436 1.2794 1.1793  0.14
H3 -0.2457 2.1987 0.3739  0.17
H4 -2.6614 1.5962 -0.5606  0.13
H5 -1.5686 0.6801 -1.9134  0.14
H6 -1.0538 -1.4379 -1.3340  0.13
H7 -2.3769 -2.3510 -0.3910  0.15
H8 -1.3466 -1.2124 1.8044  0.12
H9 -0.1051 -2.2290 1.1714  0.14
N1 3.5558 0.4060 -0.0609  -0.25
N2 1.7239 -1.1617 0.0527  -0.30
N3 0.0055 0.0213 0.8269  -0.08
O1 2.1724 2.2422 0.0861  0.06
O2 -2.4806 -0.3149 -0.3559  -0.22
S1 3.3569 -1.3571 -0.2876  0.89

=====

Record 3
Formula: C8H20Br4N4O8
Source: OMol25
Level of theory: wB97M-V/def2-TZVPD

## Properties
- Kohn-Sham gap (eV) = 10.25
- E_tot (eV) = -311118.7343
- SMILES string = C[N+](=O)[O-].C[N+](=O)[O-].C[N+](=O)[O-].C[N+](=O)[O-].BrCCBr.BrCCBr
- E_LUMO (eV) = -0.565
- E_HOMO (Ha) = -0.3973
- ΔE to the lowest compared entry with this formula, charge and spin (kJ/mol) = 118.0
- largest force on an atom (eV Å⁻¹) = 2.730

Last column: Löwdin charge in e.
Element x y z (Å)
Br1 -7.3034 -4.3344 3.7016  0.54
C1 -6.5110 -2.9742 2.3981  -0.61
C2 -5.0464 -2.8658 2.7359  -0.68
Br2 -4.2228 -1.4535 1.6129  0.66
H1 -7.1074 -2.0769 2.5631  0.06
H2 -6.6836 -3.5563 1.4929  0.05
H3 -4.5492 -3.8041 2.4898  0.06
H4 -4.8900 -2.6702 3.7967  0.05
Br3 -2.4502 2.4724 -1.4676  0.60
C3 -0.8271 3.1489 -2.5094  -0.63
C4 -1.2168 4.2744 -3.4057  -0.68
Br4 0.3624 4.9538 -4.3749  0.61
H5 -0.3692 2.3409 -3.0799  0.04
H6 -0.0654 3.5466 -1.8387  0.06
H7 -1.5956 5.1614 -2.8978  0.06
H8 -1.8635 3.9724 -4.2296  0.05
C5 2.0124 -2.9830 3.6616  0.05
N1 3.4396 -3.4323 3.5085  -0.42
O1 3.6550 -4.5504 2.9845  0.03
O2 4.2902 -2.7049 3.9917  0.06
H9 1.6967 -2.3208 2.8554  0.08
H10 1.8577 -2.5498 4.6498  0.10
H11 1.5121 -3.9466 3.5653  0.09
C6 3.7188 1.3564 -0.0098  0.03
N2 3.4826 2.4271 0.9459  -0.47
O3 2.4541 2.4158 1.6029  0.06
O4 4.3344 3.2495 1.0396  0.08
H12 3.8436 1.8130 -0.9916  0.10
H13 2.7730 0.8169 -0.0608  0.05
H14 4.5493 0.7793 0.3967  0.12
C7 -1.2680 -0.1872 0.7219  -0.03
N3 0.1945 0.0489 0.4179  -0.38
O5 0.5049 0.8110 -0.4767  0.02
O6 1.0712 -0.6042 1.0372  0.03
H15 -1.6724 -0.6422 -0.1823  0.08
H16 -1.7971 0.7602 0.8246  0.05
H17 -1.3526 -0.9598 1.4861  0.05
C8 2.2572 0.9242 -3.5712  0.04
N4 1.9708 0.2241 -4.8876  -0.43
O7 1.3290 -0.8436 -4.8224  0.05
O8 2.5072 0.7670 -5.8066  0.08
H18 1.7819 0.2921 -2.8211  0.08
H19 1.8594 1.9365 -3.6411  0.07
H20 3.3338 0.9675 -3.4059  0.09

=====

Record 4
Formula: C2H8N2
Source: OMol25
Level of theory: wB97M-V/def2-TZVPD

## Properties
- Kohn-Sham gap (eV) = 9.71
- E_tot (eV) = -5183.1433
- SMILES string = C=CN.N
- E_LUMO (eV) = 0.927
- E_HOMO (Ha) = -0.3229
- ΔE to the lowest compared entry with this formula, charge and spin (kJ/mol) = 57.4
- largest force on an atom (eV Å⁻¹) = 0.846

Last column: Löwdin charge in e.
Element x y z (Å)
N1 -2.4075 4.2543 -1.6903  0.00
H1 -2.3411 4.3245 -0.6860  0.00
H2 -2.2530 3.3278 -2.0574  0.00
H3 -1.6883 4.8486 -2.0830  0.00
C1 1.2545 -0.5721 1.0714  -0.03
C2 0.6402 -1.5641 0.4413  -0.30
N2 0.9624 -2.9456 0.5189  0.01
H4 2.0315 -0.8112 1.7799  0.04
H5 0.8678 0.4308 1.0347  0.04
H6 -0.2669 -1.3803 -0.1219  0.09
H7 0.1932 -3.4365 0.9530  0.07
H8 1.8215 -3.0803 1.0336  0.07

=====

Q: Which of these has the lowest E_LUMO?
A: C35H52AsO2P3Y

=====

Q: Which formula does entry 1 have?
A: C35H52AsO2P3Y

=====

Q: Which of these has the highest Kohn-Sham gap?
A: C8H20Br4N4O8